(P)
One molecule with the formula H3NO3Si. Source: OMol25; level of theory: the ωB97M-V functional and the def2-TZVPD basis.

Net charge: 0
HOMO level: -10.60 eV
SMILES string: O=[N+]([O-])[SiH2]O
LUMO level: -0.017 eV
Orbital gap: 10.58 eV

Each line ends with the Mulliken charge.
Element x y z (Å)
H -0.731 1.644 0.136  0.397
H -0.583 -1.543 1.137  -0.030
O 2.048 -0.803 -0.070  -0.541
H -0.982 -0.931 -1.383  -0.047
O -1.428 0.966 -0.035  -0.412
Si -0.791 -0.540 0.032  0.505
O 1.330 1.190 0.242  -0.595
N 1.137 0.016 -0.058  0.723

=====

(Q)
H3NO3Si as an isolated structure. Source: OMol25; level of theory: the ωB97M-V functional and the def2-TZVPD basis.

Net charge: 0
HOMO level: -11.15 eV
LUMO level: -0.517 eV
Orbital gap: 10.64 eV

Each line ends with the Mulliken charge.
Element x y z (Å)
O -0.214 0.627 -0.778  -0.115
O 1.670 -0.842 0.607  -0.436
H -1.598 -0.683 2.649  -0.073
H -1.350 -0.060 3.042  0.074
Si 0.606 -0.774 -0.449  0.484
O 0.943 1.736 -2.206  -0.350
N -0.038 1.726 -1.537  0.437
H -0.019 -1.730 -1.328  -0.022

=====

Of them, (Q) has the lowest stability.

=====

(P)
CH3I3N as an isolated structure. Source: OMol25; level of theory: the ωB97M-V functional and the def2-TZVPD basis.

Net charge: +1
HOMO level: -13.48 eV
LUMO level: -5.582 eV
Orbital gap: 7.90 eV

Each line ends with the Mulliken charge.
Element x y z (Å)
C -0.977 0.095 0.449  -0.050
H 0.124 -0.965 1.752  0.277
H 2.196 -0.685 -2.438  0.126
N -0.109 -0.010 1.432  -0.301
H 0.633 0.742 1.541  0.332
I -1.774 -1.714 -0.421  0.315
I -1.696 1.944 -0.416  0.364
I 1.602 0.592 -1.900  -0.062

=====

(Q)
CH3I3N as an isolated structure. Source: OMol25; level of theory: the ωB97M-V functional and the def2-TZVPD basis.

Net charge: +1
HOMO level: -13.32 eV
LUMO level: -5.582 eV
Orbital gap: 7.74 eV

Each line ends with the Mulliken charge.
Element x y z (Å)
H -2.121 1.529 -1.100  0.137
C 2.224 -0.461 1.909  0.032
N 1.788 0.261 0.895  -0.276
I 4.217 -0.453 2.337  0.362
I 0.899 -1.429 3.131  0.382
I -1.876 0.034 -0.613  -0.026
H 2.309 0.502 0.060  0.299
H 0.846 -0.021 0.635  0.091

=====

Of them, (P) has the lowest stability.

=====

(P)
A 2-piece molecular cluster, C2H3BrO2 overall. Source: OMol25; level of theory: the ωB97M-V functional and the def2-TZVPD basis.

Net charge: 0
HOMO level: -10.09 eV
LUMO level: -0.420 eV
Orbital gap: 9.67 eV

Each line ends with the Mulliken charge.
Element x y z (Å)
H -1.591 1.213 1.343  0.315
H -0.007 -0.975 -0.769  0.318
O -0.066 0.102 1.111  -0.438
O -1.362 0.667 -0.684  -0.559
Br 1.780 0.550 -1.388  0.020
H 1.441 -1.400 0.247  0.300
C 0.913 -0.716 -0.381  -0.228
C -1.108 0.558 0.521  0.271

=====

(Q)
A 2-piece molecular cluster, C2H3BrO2 overall. Source: OMol25; level of theory: the ωB97M-V functional and the def2-TZVPD basis.

Net charge: 0
HOMO level (spin up / spin down): -10.78 / -9.71 eV
LUMO level (spin up / spin down): -1.428 / -3.268 eV
Orbital gap (spin up / spin down): 9.36 / 6.44 eV

Each line ends with the Mulliken charge.
Element x y z (Å)
H 0.260 -1.077 0.041  0.395
H 0.193 0.273 -1.346  0.373
Br 3.308 0.324 0.139  -0.110
C -0.550 0.961 0.472  0.548
O -0.361 2.270 0.119  -0.232
C 0.132 -0.090 -0.337  -1.148
H -0.829 0.831 1.443  0.439
O -1.476 1.555 -0.408  -0.265

=====

Of them, (Q) has the lowest stability.